No. 1
This record from the OMol25 dataset describes C26H26BrN8O8P2S2W as an isolated structure in a non-equilibrium geometry. The level of theory is ωB97M-V/def2-TZVPD.

**E_tot**: -167799.7059 eV
**Total charge**: +1
**Max |F|**: 0.061 Eh/bohr
**⟨S²⟩**: 2.020
**Multiplicity**: 3

XYZ file:
```
74
Properties=species:S:1:pos:R:3:mulliken_spin:R:1
O -3.4703 0.0226 1.5833 0.009
S 0.2324 3.2106 -0.6657 0.041
H -3.5935 3.3779 -3.6604 0.000
O -2.7930 3.6087 -1.1782 0.000
N 2.3733 -3.9868 3.5507 -0.004
C 2.2155 -3.7494 1.2109 -0.011
N 4.4219 1.6473 -0.9355 0.021
H 0.2178 -2.3745 4.5810 0.000
C 0.1993 3.3135 1.0160 -0.006
C 1.1004 -1.9679 0.0954 -0.005
C -0.5910 0.0952 2.4189 -0.005
C 0.8484 0.8765 -3.6531 0.124
C -0.5211 -0.6346 3.6148 -0.009
H 1.1433 1.4871 -5.6765 -0.002
C 2.5295 0.6736 5.2944 0.004
O -5.0100 1.9152 -0.1723 0.001
C 0.6217 -1.5158 1.3372 0.023
H 2.5935 0.8692 -4.9212 0.016
C 3.0441 -1.1732 3.8616 0.002
H -0.5633 0.4511 -5.9987 0.012
C 1.8133 -3.3026 2.4428 0.020
N -0.0979 -0.3553 1.2889 0.054
H 4.9267 1.9778 -1.7404 -0.003
H -5.2862 0.6346 -2.6238 0.000
N -0.7463 -0.5938 -2.8027 0.139
C 3.0302 0.1915 4.0938 0.005
C 2.1474 -1.5607 6.0600 0.001
H -2.8825 -2.7113 -4.2762 0.004
C 2.5728 -2.0546 4.8339 -0.001
H 3.3952 0.8797 3.3424 -0.001
H -1.8451 3.7224 -0.8697 0.000
C -1.6248 -1.5878 -2.9732 -0.002
C 0.1894 -1.7952 3.6673 0.008
P -2.8199 0.3668 0.1969 0.019
H -4.2503 -0.5492 1.6060 0.000
H 1.9850 2.4923 -4.5076 0.017
O -1.7688 1.4574 0.3627 0.019
C 1.6912 1.4649 -4.7398 -0.033
H -4.1118 -0.6108 -2.1574 0.001
P -2.9624 2.2451 -1.9076 0.015
H -0.9974 -0.2371 4.5013 0.000
O -2.0815 -0.7803 -0.4776 0.019
O -1.6637 1.5485 -2.1862 0.022
H 2.2207 -3.4252 -0.9455 0.000
C -0.2693 0.0613 -3.8977 0.207
C 2.0963 -0.1932 6.2842 -0.001
C -2.1861 -1.8897 -4.1873 0.117
H 1.8133 -2.2614 6.8159 0.000
H 4.8414 1.7502 -0.0282 0.003
H 1.7261 0.1969 7.2223 0.000
H 3.4347 -1.5597 2.9277 0.001
C 0.8881 -2.2176 2.5159 0.000
H 3.0674 1.4714 -3.0068 0.000
C -4.8053 0.1407 -1.7818 -0.003
H -1.8766 -2.1525 -2.0911 0.006
H -2.3224 -1.2591 -6.2500 0.001
Br 2.4388 2.5361 5.5814 0.000
C -4.0733 1.1557 -0.9104 0.002
C 3.1206 1.3259 -0.9818 -0.076
N 0.1841 3.3733 2.1727 0.012
N 1.1954 0.9915 -2.3630 0.151
S 2.2711 0.9292 0.4029 0.195
O 0.7490 -1.2177 -0.9473 0.014
H -4.5868 2.6857 0.2317 -0.001
H 2.8661 -4.6151 1.1884 0.000
W -0.2447 0.3908 -0.8532 0.704
N 2.5287 1.3203 -2.1718 0.024
C 1.8735 -3.0809 0.0203 0.032
C -1.8403 -1.1001 -5.2941 0.019
N 2.5583 -3.4720 4.6603 0.011
C -0.8722 -0.1450 -5.1529 0.067
O -3.7862 2.5423 -3.2126 -0.001
H -1.0449 1.0748 2.3980 0.005
H -5.5767 -0.3452 -1.1823 0.000
```

***

No. 2
This record from the OMol25 dataset describes C26H26IIrN7O as an isolated structure in a non-equilibrium geometry. The level of theory is ωB97M-V/def2-TZVPD.

**E_tot**: -50797.4025 eV
**Total charge**: +1
**Max |F|**: 0.032 Eh/bohr

XYZ file:
```
62
Properties=species:S:1:pos:R:3:mulliken_charge:R:1
C -2.7786 2.7665 0.3429 0.117
C 1.5257 6.4547 2.4474 -0.656
I 4.6844 1.1870 0.0522 -0.633
H 2.5794 4.7235 -3.9101 0.360
C 1.9772 -0.8831 0.2690 1.116
H -0.7101 -4.8329 0.2402 0.476
H 1.1979 7.4847 2.4907 0.399
C 2.3670 4.4854 3.5489 -0.852
C 2.5987 -5.5881 0.2250 -0.409
H -3.8472 -1.6716 0.3365 0.454
C 1.9794 4.4719 1.1960 -0.108
H -6.1499 2.6623 0.4041 0.442
C -4.0864 3.2353 0.3473 -0.813
H 2.4628 0.0969 0.2922 -1.156
N 0.6714 -0.9933 0.2475 -0.221
C -5.1226 2.3252 0.3866 -0.248
C 1.2143 -5.7835 0.2239 -0.777
H -1.9242 3.4315 0.3343 0.495
C -3.5175 0.5584 0.3874 0.721
C -0.6463 0.2809 2.4489 -1.111
C 1.9303 5.8026 3.6038 -0.481
C -4.8361 0.9639 0.4043 -0.882
C 2.6801 3.6900 -3.5789 -1.623
H 3.7728 -1.7061 0.2770 0.243
H -0.8382 -0.7428 2.7727 0.389
C 0.0346 -2.2323 0.2851 0.515
H 2.1683 3.0431 -4.2865 0.391
C 0.8838 -3.4038 0.2543 0.597
H 2.7881 2.8022 2.2492 0.291
C 3.7331 5.0766 -1.1606 -1.005
N -1.8567 -1.0760 0.3555 0.768
C -3.1252 -0.8656 0.3669 -0.263
C 2.2768 -3.2253 0.2518 0.062
C 2.1234 3.4962 -2.2167 0.171
H 3.6477 5.9182 -1.8443 0.361
C 1.5395 5.7873 1.2320 0.033
H 1.2189 6.2781 0.3211 0.493
H 1.9180 6.3272 4.5497 0.410
H 4.2074 -4.1646 0.2381 0.462
N 2.5030 4.2925 -1.1987 -0.036
H 4.5867 4.4502 -1.4187 0.346
N 2.7764 -1.9274 0.2649 0.355
C 3.1366 -4.3196 0.2387 -0.829
H -5.6279 0.2286 0.4297 0.426
C 2.4067 3.8117 2.3381 -0.150
H 0.3558 0.5887 2.7451 0.310
C 1.3017 2.5031 -1.7371 -0.543
N -2.4960 1.4710 0.3584 -0.118
O 0.6808 1.9989 0.5853 -0.838
H -4.2699 4.2994 0.3318 0.417
H 0.8137 -6.7873 0.2088 0.423
H 3.8685 5.4553 -0.1525 0.343
N -1.2735 -2.3239 0.3404 -1.313
H 3.2585 -6.4449 0.2147 0.415
N 1.9973 3.7580 -0.0350 0.917
H -1.3784 0.9474 2.9052 0.367
Ir -0.7077 0.4499 0.4199 0.737
C 0.3627 -4.7039 0.2401 -0.356
H 3.7403 3.4286 -3.5862 0.336
H 0.8847 1.6890 -2.3047 0.441
H 2.7030 3.9882 4.4488 0.423
C 1.2545 2.6658 -0.3387 0.397
```

***

No. 3
This record from the OMol25 dataset describes C26H26N5Pt as an isolated structure in a non-equilibrium geometry. The level of theory is ωB97M-V/def2-TZVPD.

**E_tot**: -38074.5273 eV
**Total charge**: +1
**Max |F|**: 0.045 Eh/bohr

XYZ file:
```
58
Properties=species:S:1:pos:R:3:mulliken_charge:R:1
C -0.6350 2.2132 0.0014 -1.017
C 0.3800 1.0420 -4.9106 -0.948
H 4.1151 2.5758 -0.0578 0.437
C -2.9995 -2.1409 2.3500 -0.811
C -2.8764 1.0896 0.2821 0.859
C 4.7436 2.0613 1.9360 -0.738
C 3.0534 0.8793 0.6989 0.315
C -4.5026 -0.1680 2.1437 -0.676
N 0.7113 0.5439 -2.6084 0.099
C -2.0145 -1.8362 3.4869 -1.032
C 2.8928 -0.0124 1.7671 -0.070
C 0.0118 0.4243 -3.7221 -0.101
H 5.4554 2.8720 2.0123 0.387
H 2.1997 -0.8376 1.6768 0.372
H -0.6666 -4.7874 -1.4527 0.529
H -1.7478 -2.7498 4.0186 0.399
N 2.2465 0.7305 -0.4350 0.943
C 1.8544 1.2483 -2.6146 0.145
H 3.5344 -0.5487 3.7289 0.404
C -2.6048 -0.2298 0.6788 0.112
H -2.5366 -2.8615 1.6834 0.284
C 4.5726 1.1833 3.0014 -0.388
H -1.7670 1.2026 -1.5526 0.109
H 1.8592 2.2968 -5.8283 0.421
C 1.3865 -3.9354 -1.4570 -0.819
H -0.2309 0.9272 -5.7947 0.416
C -3.9926 1.7350 0.7904 -0.854
H 5.1632 1.3008 3.8999 0.408
H 0.0612 2.6422 -0.7168 0.336
H 3.2142 2.4709 -3.7258 0.503
N 0.7837 -1.9215 -0.7007 0.385
H -4.2145 2.7437 0.4633 0.402
H -1.1004 -1.3880 3.0911 0.169
C -0.3550 -2.6957 -0.8092 -0.549
C 0.0100 -3.9661 -1.2787 -1.086
C 4.0003 1.9097 0.7856 -0.314
H 2.8307 -2.2577 -1.1155 0.496
N 2.6153 1.3261 -1.4757 -0.696
H -0.8772 -0.1966 -3.6665 0.505
H -3.8941 -2.6118 2.7578 0.494
H -2.4475 2.7237 -1.0139 0.615
H -5.6956 1.6135 2.0821 0.404
C -1.9575 1.8116 -0.6697 -0.807
C -3.3924 -0.8537 1.6605 0.589
H -2.4924 -2.6303 -0.4365 0.835
C -1.5476 -2.1023 -0.3717 0.404
Pt 0.3650 -0.0496 -0.2059 0.443
C -4.8214 1.1023 1.7020 -0.919
H -5.1243 -0.6452 2.8917 0.437
H -0.1477 1.3723 0.6242 0.182
C 1.8275 -2.6550 -1.0930 -0.401
H -0.8170 2.9543 0.7781 0.480
C 2.2951 1.9019 -3.7702 -0.500
C 1.5431 1.8006 -4.9207 -0.394
N -1.4854 -0.8866 0.1048 -0.159
H 2.0172 -4.7392 -1.7986 0.463
C 3.6557 0.1442 2.9077 -0.833
H -2.4545 -1.1358 4.1972 0.331
```

***

> Which value of total charge does entry 3 give?

+1

***

> The lowest max |F| belongs to which entry?

C26H26IIrN7O

***

> Among the records above, which one has the highest E_tot?

C26H26N5Pt